The following is a DFT calculation (wB97M-V/def2-TZVPD) of a cluster of 14 separate species, H27O14 in total.

XYZ file:
```
41
Properties=species:S:1:pos:R:3:forces:R:3
H -0.6276 0.8752 4.6100 -0.5 -0.5 0.5
O 0.7709 2.7451 -2.8195 0.5 0.3 -0.2
O -1.0944 -3.4808 2.9887 -0.4 -1.4 -0.5
O 1.6455 -1.8419 3.0008 -1.5 -1.2 1.2
H -0.9255 -3.0084 2.1729 0.2 0.5 0.1
H -0.5379 2.0310 0.3670 -1.6 -0.8 -0.5
H -2.3385 -1.4032 -0.5794 0.6 0.7 -0.4
O 0.5590 -4.0463 -0.6584 0.3 2.0 1.5
H 2.6885 -1.8127 -0.2329 0.6 -0.8 -0.4
H 0.1046 -0.1845 -4.5572 0.1 0.2 0.0
H -0.9601 4.0564 -3.2070 0.3 -0.6 0.0
H 0.8974 -0.7261 -3.4190 0.1 -0.3 0.8
H 1.5576 0.3750 -0.5132 -0.1 -1.1 -1.0
H 3.1056 1.6981 1.3871 0.5 -0.3 0.3
H 0.6989 2.8260 -1.8708 -0.7 -0.1 0.6
H 2.4204 -1.3594 2.7780 0.5 0.9 -0.7
H 0.8370 -1.5212 2.5259 1.4 0.0 -0.1
H -1.0913 -2.8839 3.7169 0.2 0.9 0.4
O 1.3481 1.3030 -0.3558 -0.1 0.9 -0.3
O 2.2968 -1.0384 0.1268 -1.4 0.8 0.2
H -4.4138 0.4704 -1.3226 1.3 0.1 0.2
O -0.0331 -1.0438 1.1455 0.0 -0.2 -0.9
O -0.9973 2.8090 -0.0278 1.6 -0.8 1.1
H -0.1044 3.1725 0.0371 -0.1 1.8 -0.7
H 2.6183 0.1786 1.1703 0.8 -0.3 0.5
H -1.8810 2.8094 -3.4409 0.6 0.2 0.2
H -1.5494 -0.1862 5.3270 0.3 -0.4 -0.2
H 0.4817 -3.2203 -0.0648 -0.1 -1.8 -1.4
O -4.7883 0.2919 -2.1717 -0.7 -0.5 -2.5
H 1.5016 -4.2390 -0.5408 -0.3 -0.2 -0.1
H 1.9846 1.3280 0.3683 -0.7 1.0 0.2
H -0.2718 -0.1232 1.3600 0.5 -0.5 -0.5
O -1.8561 3.7687 -3.3819 -1.0 0.5 -0.3
H -0.9814 -0.7324 -0.4824 0.4 -0.1 0.5
O 1.0096 -0.2454 -4.2304 -0.1 0.1 -0.7
O 2.7235 0.9318 1.8321 0.1 0.0 0.3
O -1.7854 -0.7088 -0.9989 -1.3 -0.6 -0.3
H 1.6485 2.3521 -2.8330 0.1 -0.3 -0.6
H 0.8605 -1.1380 0.4961 -0.1 0.7 1.5
H -4.1618 0.1769 -2.9450 -0.6 0.4 2.3
O -1.3594 0.7446 5.2429 0.3 0.9 -0.2
```
Positions in Å, forces in eV/Å.

Computed properties:
Energy relative to the best compared isomer or geometry (same formula, charge and spin)   3.132 eV
E_LUMO   0.0926 hartree
Kohn-Sham gap   9.779 eV
Spin multiplicity   1
Electronic energy   -1069.571934 a.u.
Highest occupied orbital energy   -7.259 eV
Net charge   -1

***

The following is a DFT calculation (wB97M-V/def2-TZVPD) of the molecule C9H18N2S.

XYZ file:
```
30
Properties=species:S:1:pos:R:3:forces:R:3
H -0.9566 -0.4589 3.0213 0.0 0.1 0.0
C -1.7014 -1.0059 -1.7478 0.0 0.3 -0.1
H -0.0246 1.0215 3.2319 0.1 0.1 0.1
H 0.8378 -1.9269 1.9166 0.0 0.0 0.0
H 1.6690 1.2067 0.0566 0.1 0.0 -0.1
H 0.8032 -0.7136 -2.8478 0.0 0.0 -0.1
H 0.2984 2.1519 0.6695 0.0 0.2 0.0
C -1.4052 -1.6455 0.4558 1.5 2.4 -0.5
C 1.0032 1.3598 0.8992 -0.2 -0.2 -0.1
C -0.6539 1.2561 -1.6396 0.1 -0.2 0.0
C 0.7948 -0.8072 -1.7641 -0.2 0.1 0.1
C 1.3174 -0.9797 1.6900 -0.1 0.1 -0.1
H -1.3924 1.7646 -1.0263 -0.1 0.0 0.0
H 1.6716 -0.3008 -1.3737 0.1 0.0 0.0
H -2.6676 -2.6627 -0.7748 0.1 0.0 0.1
H 0.8552 -1.8602 -1.4984 0.0 -0.1 0.0
H 1.8611 -0.6545 2.5729 0.1 0.1 0.1
H -1.4595 1.0168 2.1978 0.0 0.1 0.0
H 1.6115 1.6842 1.7399 0.0 0.0 0.1
H 0.2832 1.7985 -1.5927 0.1 0.1 0.0
C -0.4989 -0.2028 -1.1990 0.2 0.1 -0.5
H 2.0289 -1.1355 0.8823 0.1 0.0 -0.1
N -0.6144 -0.4141 0.2470 -2.2 -2.8 0.2
H -1.4791 -1.4590 -2.7167 0.0 0.1 0.0
C -0.5988 0.4338 2.5208 0.1 0.0 0.0
H -0.9940 1.2734 -2.6727 0.0 0.0 -0.2
C 0.2723 0.0779 1.3063 0.3 0.1 0.5
H -2.5884 -0.3659 -1.8513 0.1 0.0 0.0
S -1.6943 -2.4898 1.8240 -0.3 -0.5 0.5
N -1.9022 -2.0090 -0.7410 0.1 0.1 -0.2
```
Positions in Å, forces in eV/Å.

Computed properties:
SMILES   CC(C)(C)N1C(=S)NCC1(C)C
Energy relative to the best compared isomer or geometry (same formula, charge and spin)   0.000 eV
E_LUMO   0.0230 hartree
Kohn-Sham gap   8.682 eV
Spin multiplicity   1
Electronic energy   -861.441823 a.u.
Highest occupied orbital energy   -8.057 eV

***

The following is a DFT calculation (wB97M-V/def2-TZVPD) of a structure of composition F12K2N6O24S12.

XYZ file:
```
56
Properties=species:S:1:pos:R:3:forces:R:3
O -1.1875 -7.3869 2.4578 1.0 0.4 0.0
F 0.1553 -0.0272 -4.4858 -0.4 -0.6 -0.3
F 5.6569 3.2618 -2.3095 0.0 0.0 0.4
O 3.5756 2.4391 3.3831 -1.5 -0.6 1.7
S 2.0193 2.9901 -3.5967 -1.5 0.8 1.5
O -0.0051 -7.3927 4.5910 0.3 -0.4 -0.9
O -0.6757 -2.0947 -3.6970 -0.8 0.1 -0.1
F 0.6643 -8.8461 2.7121 -0.1 0.4 0.5
O -0.1268 -4.6597 2.1296 -0.3 0.7 1.1
O 5.0118 3.2107 -4.5260 -0.9 -0.2 -0.2
O 2.6071 4.0204 5.6864 -0.5 -0.9 0.3
O 4.5616 1.2616 -3.0393 0.2 0.8 -0.8
F 1.2240 2.1559 -2.5483 -0.1 0.4 -0.1
O -5.2197 5.0932 -2.1742 -0.3 -0.6 -0.1
S 4.4948 2.6891 -3.2832 3.9 -1.8 1.1
S 0.9585 -5.1429 2.9645 3.1 3.0 -0.8
F 4.3064 3.4505 7.1686 -0.4 -0.5 0.5
O 1.0907 -4.8701 4.3714 -1.0 0.5 -1.2
F 3.2634 0.1367 3.9190 0.7 0.3 0.3
S 2.9335 2.8864 6.5079 2.4 0.1 0.4
N 3.3256 3.3468 -2.5286 -3.0 0.4 -3.0
F -1.9641 -0.1917 -0.7482 0.5 0.1 0.8
F 2.2427 -4.4496 2.2903 -0.7 0.3 0.5
N 3.6229 1.5639 5.7618 -1.2 2.8 2.4
N 1.4287 -6.5489 2.5162 -3.5 -3.2 1.4
O 2.1870 2.0728 -4.6849 1.0 0.4 0.3
S -4.0411 2.8048 -0.5063 2.3 -0.3 1.4
F 0.9466 -1.1386 2.7259 -0.9 0.2 0.2
K -1.9281 -1.3090 2.9154 0.5 0.3 -0.2
O 1.8056 0.5305 1.1967 -1.4 -0.8 -0.3
F -7.1447 5.0338 -0.7615 0.4 -0.2 0.1
S -2.8782 -1.9437 -5.5495 -1.1 0.4 -4.2
O -4.4884 1.4604 -0.6511 -0.6 -0.1 0.1
O -3.0616 3.2857 -1.4403 -1.3 0.2 0.5
N -0.3344 -1.0683 0.6577 2.9 -0.6 2.5
F -3.2333 2.7876 0.8595 -0.2 0.0 0.4
O 2.1009 2.5194 7.6083 0.1 0.1 0.0
O 2.2062 -1.8311 0.9348 -1.9 -0.1 -1.3
N -1.4953 -0.9720 -5.8206 -3.7 -2.8 -1.3
O -4.0651 -1.3196 -5.0473 0.8 -0.3 0.3
O -6.6296 3.0446 -1.9501 0.7 0.3 0.0
S -1.1900 -0.8989 -4.3404 5.1 4.3 5.7
F -3.2252 -1.9894 -7.1368 0.1 -0.2 0.1
O -2.0148 0.0106 -3.5804 0.0 -1.5 -0.4
S -0.4813 0.1744 -0.2540 -2.4 4.3 -5.6
O 1.2068 4.1504 -3.8731 1.0 -0.4 0.5
S -5.8958 4.1295 -1.3531 -2.8 2.4 -0.2
O 0.2937 0.1030 -1.4563 0.0 -1.0 1.1
O -0.5434 1.4585 0.3677 -0.8 -1.0 0.6
O 1.4622 1.4315 4.4374 0.5 1.7 0.3
N -5.2102 3.8667 0.0511 1.4 -1.7 -2.0
O -2.6137 -3.3167 -5.2605 0.0 0.0 0.3
S 1.2369 -0.7779 1.1801 3.6 -1.2 2.6
K 0.0924 -3.4240 -0.3416 0.3 -0.2 -0.5
S 2.8951 1.6440 4.3975 -0.1 -3.1 -5.5
S 0.0764 -7.4151 3.1528 0.8 -1.7 -0.6
```
Positions in Å, forces in eV/Å.

Computed properties:
Energy relative to the best compared isomer or geometry (same formula, charge and spin)   0.000 eV
E_LUMO   0.1883 hartree
Kohn-Sham gap   6.017 eV
Spin multiplicity   1
Electronic energy   -9310.779373 a.u.
Highest occupied orbital energy   -0.892 eV
Net charge   -4

***

Q: spin multiplicity of number 2 (C9H18N2S)?
A: 1

***

Q: Number 2 is which compound?
A: C9H18N2S